# 1
The following is a quantum chemistry calculation of a structure of composition C9H10Br2N, from OMol25.

The geometry in XYZ format:
```
22
Properties=species:S:1:pos:R:3:mulliken_charge:R:1
C 2.32154 -1.54237 -1.38555 -0.609
C 1.13524 -2.04003 -1.88297 -0.437
C 2.24937 -0.46413 -0.48742 -0.523
C -0.13062 -1.64909 -1.40855 -0.461
C 1.02623 0.02296 -0.01922 0.402
C 0.03090 -0.55869 -0.70196 0.832
C 0.74227 1.02605 1.08246 -0.655
C -0.54457 1.88533 0.96498 -0.563
C -2.24510 0.21778 0.33160 -0.429
N -1.79438 1.08099 1.34763 -0.112
Br -3.15475 -1.32720 0.85259 -0.019
Br -3.07898 1.08035 -1.19161 -0.003
H 3.25196 -1.58828 -1.79839 0.465
H 1.24811 -2.87325 -2.74921 0.240
H 3.19117 -0.17027 0.08325 0.289
H -1.04945 -2.20464 -1.63637 0.406
H 0.72013 0.40137 2.06018 0.278
H 1.71374 1.66728 1.14777 0.421
H -0.70721 2.79242 1.65094 0.360
H -0.82521 2.18107 -0.12714 0.351
H -1.58679 0.40633 2.17327 0.399
H -2.51355 1.65602 1.69369 0.368
```

Values from the calculation:
HOMO energy (spin up / spin down) ... -12.00 / -12.27 eV
Energy relative to the best compared isomer or geometry (same formula, charge and spin) ... 116.9 kcal/mol
Charge ... +1
LUMO level (spin up / spin down) ... -4.60 / -4.18 eV
HOMO-LUMO gap (spin up / spin down) ... 7.403 / 8.087 eV


# 2
The following is a quantum chemistry calculation of a structure of composition C9H10CeF3NO3S, from OMol25.

The geometry in XYZ format:
```
28
Properties=species:S:1:pos:R:3:mulliken_charge:R:1
C 0.17268 -1.27365 -1.75788 -0.617
C -1.12312 -1.26288 -1.13958 -0.291
C -1.08537 -2.12961 -0.00086 -0.546
C 0.23149 -2.70042 0.07880 -0.502
C 1.00494 -2.18985 -1.02174 -0.481
Ce 0.73650 -0.21267 0.52186 0.862
C -1.38859 2.31052 -1.28145 -0.715
C -0.67928 2.78980 -2.29958 0.461
C 0.44201 2.94774 -2.97642 -0.749
N 2.65179 0.49533 0.64211 -0.501
H -1.93690 -2.39639 0.63098 0.517
H -2.00957 -0.75082 -1.52206 0.544
H 0.55872 -3.44049 0.81396 0.402
H 2.05139 -2.42963 -1.23376 0.417
H 0.45466 -0.71845 -2.65697 0.529
H -2.32769 1.73792 -1.47967 0.206
H 2.97879 1.23063 -0.04638 0.137
H -1.14433 2.48318 -0.20573 0.371
H 0.42710 3.39008 -3.99789 0.228
H 1.40390 2.67748 -2.52502 0.247
F 0.64125 0.01842 5.45277 -0.208
C 0.00868 0.71280 4.48467 0.630
F -0.99934 1.40968 5.04728 -0.207
F 0.89291 1.59117 3.95021 -0.223
S -0.62617 -0.41786 3.16379 1.157
O 0.62744 -1.12687 2.72452 -0.585
O -1.65655 -1.20510 3.73883 -0.534
O -0.96784 0.52534 2.03801 -0.548
```

Values from the calculation:
HOMO energy (spin up / spin down) ... -8.62 / -8.63 eV
Charge ... 0
LUMO level (spin up / spin down) ... -0.76 / -0.76 eV
HOMO-LUMO gap (spin up / spin down) ... 7.860 / 7.865 eV